[1]
Density functional theory data (ωB97M-V with the def2-TZVPD basis set) for an isolated molecule of C4H13N3.

Geometry as ORCA input:
```
! RIJCOSX wB97M-V def2-TZVPD def2/J DEFGRID3
* xyz 0 1
N 0.7152 2.0801 -0.2245
C 1.6963 0.9708 -0.1971
C 1.3931 -0.0624 -1.2785
C -0.0565 -0.5500 -1.2484
N -0.4251 -1.1294 0.0367
C -1.6736 -0.7417 0.6387
N -1.5796 -0.9587 2.0964
H 1.0876 2.7861 -0.8553
H 0.7320 2.5582 0.6730
H 1.7570 0.5005 0.7782
H 2.6967 1.3559 -0.3849
H 2.0455 -0.9171 -1.1357
H 1.5463 0.3839 -2.2742
H -0.7018 0.3077 -1.4429
H -0.2782 -1.2677 -2.0410
H 0.3227 -1.1042 0.7116
H -2.4692 -1.3451 0.2307
H -1.9584 0.3046 0.4685
H -2.2546 -1.6519 2.3866
H -1.8376 -0.1026 2.5703
*
```

Summary:
- E_HOMO: -8.13 eV
- Structure (SMILES): NCCCNCN
- Gap between HOMO and LUMO: 0.3379 Eh


[2]
Density functional theory data (ωB97M-V with the def2-TZVPD basis set) for the ion C3H6NO3 with charge +1.

Geometry as ORCA input:
```
! RIJCOSX wB97M-V def2-TZVPD def2/J DEFGRID3
* xyz 1 1
C 2.3903 0.5486 0.7266
C 1.3219 1.0428 0.1212
O 0.1958 0.2694 -0.0140
N -1.0586 0.7493 -0.6149
O -1.2135 1.8117 -1.0427
O -1.9192 -0.1843 -0.6206
C -1.7113 -1.5043 -0.0797
H 3.3567 1.0404 0.9796
H 2.3165 -0.4968 1.0492
H 1.3772 1.9419 -0.5639
H -1.7982 -1.3956 1.0893
H -0.7544 -1.7853 -0.3530
H -2.5031 -2.0377 -0.6772
*
```

Summary:
- E_HOMO (spin up / spin down): -14.58 / -14.58 eV
- Structure (SMILES): C=CO[N+](=O)OC
- Gap between HOMO and LUMO (spin up / spin down): 0.3003 / 0.3004 Eh


[3]
Density functional theory data (ωB97M-V with the def2-TZVPD basis set) for a cluster of 2 separate species, C6H16NO in total.

Geometry as ORCA input:
```
! RIJCOSX wB97M-V def2-TZVPD def2/J DEFGRID3
* xyz 1 1
C -1.7872 -0.3656 0.0973
C -0.3506 -0.8148 0.4085
C 0.7692 -0.1848 -0.4993
C 1.2273 1.0320 -0.1444
C 1.3202 -1.0324 -1.5380
C 2.2996 -2.1805 -0.7409
N -1.9228 1.1085 -0.0840
H -2.4425 -0.6541 0.9130
H -2.3001 -0.8940 -0.7242
H -0.3162 -1.9522 0.2999
H -0.1413 -0.5734 1.4818
H 1.7225 1.7763 -0.7880
H 0.8910 1.5290 0.7260
H 0.5968 -1.6733 -2.1081
H 1.9719 -0.5518 -2.1689
H 2.4830 -2.7854 -1.5194
H 2.9518 -1.6976 -0.1108
H 1.5646 -2.6643 -0.0021
H -1.9210 1.4604 -1.0613
H -1.1790 1.6712 0.4097
H -2.8491 1.3512 0.3217
H -1.3597 2.4170 2.8031
H -0.2086 3.0883 2.0670
O -1.0196 2.5904 1.9614
*
```

Summary:
- E_HOMO: -12.70 eV
- Gap between HOMO and LUMO: 0.3489 Eh


[4]
Density functional theory data (ωB97M-V with the def2-TZVPD basis set) for a structure of composition C21H60N6O9.

Geometry as ORCA input:
```
! RIJCOSX wB97M-V def2-TZVPD def2/J DEFGRID3
* xyz 0 1
C -2.5020 3.9804 -2.1711
C -2.3946 3.8680 -0.6414
C -1.2084 2.9671 -0.0091
O -2.3814 5.2162 -0.1710
H -2.8264 3.0224 -2.5776
H -1.4860 4.1264 -2.5378
H -2.9951 4.8135 -2.6720
H -3.2950 3.5278 -0.1298
H -1.0454 3.0065 1.0679
H -0.3145 3.2794 -0.5491
H -1.3671 1.9619 -0.3997
H -3.0471 5.6922 -0.6728
C -2.0964 -0.5960 -0.2478
C -3.3491 -0.0948 -0.9508
C -3.8935 -1.1568 -1.9118
O -4.2898 0.1250 0.0557
H -1.2617 -0.6079 -0.9486
H -2.0243 -1.5872 0.2000
H -1.9257 0.1366 0.5410
H -3.2831 0.7913 -1.5821
H -4.9324 -1.0766 -2.2318
H -3.7689 -2.2126 -1.6715
H -3.3577 -1.0615 -2.8563
H -4.3674 -0.5939 0.6872
C 3.7011 -3.5377 2.0825
C 2.8817 -3.9585 0.8285
C 1.9376 -2.8583 0.3633
O 3.7343 -4.2952 -0.2541
H 3.9920 -2.4884 2.0326
H 4.5246 -4.2300 2.2579
H 3.0129 -3.6063 2.9250
H 2.2388 -4.8288 0.9605
H 2.4789 -1.9162 0.2772
H 1.0994 -2.6363 1.0238
H 1.5263 -3.0511 -0.6275
H 3.9866 -3.4884 -0.7091
C -1.7573 2.5933 3.4701
C -1.1278 1.2934 3.2278
C -0.4785 0.6267 4.4744
O -2.0489 0.3635 2.6777
H -2.7332 2.4991 3.9465
H -2.0508 3.0386 2.5195
H -1.1607 3.3526 3.9758
H -0.4689 1.4231 2.3692
H 0.1817 1.2831 5.0412
H 0.1793 -0.2196 4.2766
H -1.1371 0.2198 5.2417
H -2.7002 0.0819 3.3243
C -0.2505 0.4447 0.6718
C 0.4411 -0.4027 -0.3751
C 1.2160 0.3924 -1.3913
O 1.1989 -1.3854 0.1876
H -0.9812 -0.1659 1.2021
H -0.8097 1.2446 0.1864
H 0.3395 0.9655 1.4260
H -0.3711 -0.8947 -0.9103
H 0.5823 1.0833 -1.9474
H 1.6533 -0.3460 -2.0633
H 2.1814 0.8241 -1.1271
H 0.6202 -2.1009 0.4610
C -1.1280 1.9334 -4.5359
C -1.1187 0.8895 -3.3747
C -1.2185 1.4978 -1.9636
O -2.3005 0.0960 -3.5914
H -1.0950 1.3508 -5.4565
H -0.3799 2.7216 -4.4510
H -2.0465 2.5111 -4.6403
H -0.3927 0.0987 -3.5637
H -1.3060 0.7758 -1.1518
H -2.0994 2.1159 -1.7903
H -0.2894 2.0523 -1.8313
H -3.0776 0.6351 -3.7564
C 3.9323 0.7461 0.4354
O 3.4200 1.8663 0.2365
N 3.1849 -0.2973 0.7025
N 5.2207 0.5682 0.5705
H 3.5021 -1.2251 0.9446
H 2.1982 -0.0821 0.7224
H 5.8288 1.3550 0.7475
H 5.6587 -0.3259 0.4006
C 3.6952 -2.4459 -1.6576
O 4.5089 -2.4871 -0.7525
N 3.9330 -2.9418 -2.8110
N 2.4509 -1.9835 -1.6889
H 4.8765 -3.2476 -3.0017
H 3.1839 -2.7983 -3.4730
H 2.1481 -1.7239 -0.7610
H 1.7488 -2.0555 -2.4113
C -0.2665 -1.9610 2.7514
O 0.6174 -2.7674 2.9814
N -1.5157 -2.2359 2.8120
N -0.0744 -0.7407 2.4600
H -1.9199 -3.0227 3.2996
H -2.1076 -1.4188 2.8564
H 0.7869 -0.2794 2.7159
H -0.7781 -0.0204 2.3816
*
```

Summary:
- E_HOMO: -7.68 eV
- Gap between HOMO and LUMO: 0.2826 Eh


[5]
Density functional theory data (ωB97M-V with the def2-TZVPD basis set) for a cluster of 7 separate species, H12O5S2 in total.

Geometry as ORCA input:
```
! RIJCOSX wB97M-V def2-TZVPD def2/J DEFGRID3
* xyz 0 1
S 1.1281 2.0262 -1.2262
S -2.1556 -1.3900 0.4096
H 2.1649 2.8585 -1.2787
H -3.3174 -2.0562 0.4339
H 1.3109 -1.4388 -1.0678
H 1.9734 -0.0447 -1.3708
O 2.1299 -0.9835 -1.2937
H -0.7261 -1.6314 -1.3053
H -0.0751 -2.5110 -2.3798
O -0.0313 -1.6266 -1.9782
H -0.3237 1.2552 1.5318
H 0.9323 1.5269 0.7046
O 0.6558 1.1269 1.5493
H -0.0904 -1.6567 1.5575
H 0.9038 -0.5792 1.6268
O 0.8546 -1.5405 1.5942
H -2.0286 0.7020 1.1283
H -2.4179 2.2463 1.1826
O -1.7725 1.5883 1.4751
*
```

Summary:
- E_HOMO: -9.14 eV
- Gap between HOMO and LUMO: 0.1112 Eh


[6]
Density functional theory data (ωB97M-V with the def2-TZVPD basis set) for an isolated molecule of C10H8Cl2O2.

Geometry as ORCA input:
```
! RIJCOSX wB97M-V def2-TZVPD def2/J DEFGRID3
* xyz 0 1
C 3.9073 -0.6949 0.2221
C 2.4873 -0.2857 -0.0009
C 1.7443 -0.6535 -1.0447
C 0.3505 -0.1485 -1.1919
O -0.1272 0.0686 -2.2778
C -0.3706 0.0877 0.1086
C -1.8253 -0.1278 0.2499
Cl -2.2099 -1.4348 1.3397
C -2.8109 0.5605 -0.3220
C -4.2789 0.3358 -0.1847
Cl -2.4199 1.9422 -1.2803
C 0.3769 0.4469 1.1556
C 1.8415 0.6208 0.9944
O 2.4654 1.4615 1.6006
H 4.3407 -1.0526 -0.7103
H 3.9572 -1.5137 0.9425
H 4.4858 0.1417 0.6080
H 2.1226 -1.2804 -1.8418
H -4.7407 1.2509 0.1873
H -4.7184 0.1253 -1.1602
H -4.5035 -0.4874 0.4852
H -0.0743 0.6374 2.1208
*
```

Summary:
- E_HOMO: -9.26 eV
- Structure (SMILES): CC1=CC(=O)C(/C(Cl)=C(/C)Cl)=CC1=O
- Gap between HOMO and LUMO: 0.2979 Eh


[7]
Density functional theory data (ωB97M-V with the def2-TZVPD basis set) for a cluster of 2 separate species, C4H10N4 in total.

Geometry as ORCA input:
```
! RIJCOSX wB97M-V def2-TZVPD def2/J DEFGRID3
* xyz 0 1
H -3.1541 -0.0355 0.1029
N -2.3714 -0.2782 -0.5023
C -1.2853 0.3097 -0.2324
C -1.0887 1.3998 0.7779
C -0.0791 -0.1325 -1.0088
N -0.2232 -1.3415 -1.6115
N 0.9872 0.5511 -1.2143
H 0.9945 1.4609 -0.7659
H -0.7826 2.3262 0.2897
H -0.3055 1.1089 1.4806
H -2.0060 1.5752 1.3402
H 0.3608 -1.5127 -2.4150
H -1.1740 -1.6790 -1.6646
C 2.3911 -0.5660 1.1326
N 1.3714 -1.1056 1.6053
H 3.0674 -0.0424 1.7960
H 2.5547 -0.5137 -0.0065
H 0.7429 -1.5249 0.8960
*
```

Summary:
- E_HOMO: -9.23 eV
- Structure (SMILES): [H]/N=C(C)/C(N)=N\[H].C=N
- Gap between HOMO and LUMO: 0.3600 Eh


[8]
Density functional theory data (ωB97M-V with the def2-TZVPD basis set) for an isolated molecule of C5H9NO.

Geometry as ORCA input:
```
! RIJCOSX wB97M-V def2-TZVPD def2/J DEFGRID3
* xyz 0 1
C 0.7360 1.0954 0.7671
C -0.3737 0.0348 0.7952
C -1.0500 -0.3636 2.0302
N -1.7363 -0.6758 2.9088
C 0.1508 -1.1095 -0.0576
C 0.2955 -0.4795 -1.4969
O -0.1763 0.9569 -1.7532
H 0.5049 1.5185 -0.2859
H 1.7147 0.5984 0.9315
H 0.6492 1.8601 1.5387
H -1.1797 0.4588 0.1930
H 1.1021 -1.4793 0.3722
H -0.5281 -1.9723 -0.0585
H -0.3232 -1.0070 -2.1973
H 1.3521 -0.5487 -1.8100
H -1.1380 1.1127 -1.8774
*
```

Summary:
- E_HOMO: -10.79 eV
- Structure (SMILES): C[C@H](C#N)CCO
- Gap between HOMO and LUMO: 0.4150 Eh


[9]
Density functional theory data (ωB97M-V with the def2-TZVPD basis set) for an isolated molecule of C3H4N2S2.

Geometry as ORCA input:
```
! RIJCOSX wB97M-V def2-TZVPD def2/J DEFGRID3
* xyz 0 1
S -2.6073 -1.1613 1.1970
C -1.4640 -0.1500 0.4620
N -0.3853 -0.9116 -0.1197
C 0.9703 -0.4099 -0.1520
C 0.8686 0.9813 -0.7786
N -0.0824 1.8453 -0.6153
S -1.3611 1.5835 0.6767
H -0.6189 -1.8170 0.3582
H 1.2834 -0.0599 1.0261
H 1.5623 -1.2247 -0.6565
H 1.8344 1.3243 -1.3979
*
```

Summary:
- E_HOMO: -8.79 eV
- Structure (SMILES): S=C1NCC=NS1
- Gap between HOMO and LUMO: 0.3131 Eh


[10]
Density functional theory data (ωB97M-V with the def2-TZVPD basis set) for a cluster of 3 separate species, CH8N2O2 in total.

Geometry as ORCA input:
```
! RIJCOSX wB97M-V def2-TZVPD def2/J DEFGRID3
* xyz 0 1
H -4.7005 0.6207 -1.3225
N -4.1246 0.2173 -2.0680
C -3.1048 -0.2746 -1.4599
N -1.7128 0.1471 -1.5691
H -3.2480 -1.0487 -0.6008
H -1.7366 1.1794 -1.8281
H -0.9726 -0.2228 -0.7403
O 1.7350 0.4336 -0.0675
H 2.2890 -0.0737 -0.6621
H 2.4346 1.1743 -0.1037
O 3.9815 -0.8071 3.3180
H 4.4274 0.0264 3.5649
H 4.7326 -1.3718 3.5390
*
```

Summary:
- E_HOMO: -8.28 eV
- Structure (SMILES): [H]/N=C/N.O.O
- Gap between HOMO and LUMO: 0.3252 Eh


[11]
Density functional theory data (ωB97M-V with the def2-TZVPD basis set) for a cluster of 3 separate species, C2H11N2O2 in total.

Geometry as ORCA input:
```
! RIJCOSX wB97M-V def2-TZVPD def2/J DEFGRID3
* xyz 1 1
C -0.8007 0.5769 0.1240
C -1.2319 -0.6712 -0.3275
N -0.6677 -1.1953 -1.6595
N -0.9766 1.2773 1.2237
H -0.3627 1.2888 -0.6478
H -1.6168 -1.4040 0.2882
H -0.2161 -2.1280 -1.5161
H -0.1525 -0.5237 -2.2949
H -1.5514 -1.3277 -2.2399
H -1.3651 0.9614 2.1410
H -0.7918 2.2180 1.3365
H -0.0617 2.4290 4.2506
H 1.1819 2.3482 3.5038
O 0.2391 2.4763 3.3830
H 3.5103 -1.7334 -2.3298
H 2.3036 -2.7494 -2.5002
O 2.5600 -1.8433 -2.7350
*
```

Summary:
- E_HOMO: -12.55 eV
- Gap between HOMO and LUMO: 0.3401 Eh


[12]
Density functional theory data (ωB97M-V with the def2-TZVPD basis set) for a cluster of 13 separate species, C31H79F10N6O14P2 in total.

Geometry as ORCA input:
```
! RIJCOSX wB97M-V def2-TZVPD def2/J DEFGRID3
* xyz 1 1
C 0.4855 -4.2100 -5.1284
C 0.4538 -2.7220 -5.4783
C -0.4942 -1.9610 -4.5397
C -1.4927 -1.0664 -5.2645
C -2.6047 -0.4927 -4.3847
C -2.2254 -0.3870 -2.9121
C -3.3488 0.2755 -2.1029
N -2.8430 1.1036 -1.0233
C -2.3740 0.6343 0.0954
N -2.3667 -0.6889 0.2953
C -1.5522 -1.2698 1.3964
C -0.3106 -1.9165 0.7709
C 0.5505 -1.0062 -0.1062
C 1.4648 -1.8481 -0.9785
F 0.7201 -2.6174 -1.7944
F 2.2033 -2.6584 -0.1942
C 2.4033 -0.9930 -1.8667
F 2.7033 -1.7191 -2.9639
F 1.7648 0.1183 -2.2833
C 3.7725 -0.6122 -1.2438
F 4.5302 -1.7013 -1.0516
F 4.3856 0.1692 -2.1606
C 3.7309 0.2249 0.0638
F 4.9359 0.8015 0.2323
F 2.8035 1.1917 -0.0171
F 3.4879 -0.5507 1.1290
C -1.3704 -0.2797 2.5626
P -3.0681 -0.2290 3.4229
N -3.6227 -1.6057 3.9269
C -0.4004 -0.7214 3.6768
O -0.8234 -0.9189 4.7974
N 0.9798 -0.8315 3.3927
C 1.6333 -2.0102 3.7719
O 2.3743 -2.6134 3.0149
F 1.4125 -2.3949 5.0111
C -0.9287 1.0925 1.9736
P -0.6984 2.4783 3.1831
N 0.4718 2.2452 4.1942
N -1.9685 1.5532 1.0226
H -0.4466 -4.5514 -4.7053
H 0.6947 -4.8266 -5.9934
H 1.2551 -4.4406 -4.4081
H 0.2118 -2.5608 -6.5199
H 1.4479 -2.3308 -5.3026
H 0.1047 -1.3122 -3.9081
H -1.0074 -2.6496 -3.8813
H -1.9165 -1.6042 -6.1019
H -0.9333 -0.2458 -5.7028
H -2.8601 0.5018 -4.7257
H -3.4664 -1.1462 -4.4248
H -2.1089 -1.4067 -2.5581
H -1.2698 0.1099 -2.7699
H -3.9473 -0.5126 -1.6636
H -4.0008 0.8123 -2.7765
H -2.8556 2.1006 -1.1438
H -2.1323 -1.1868 -0.5584
H -2.1221 -2.0962 1.8001
H -0.6825 -2.7120 0.1317
H 0.3230 -2.4039 1.4949
H 1.2117 -0.4322 0.5254
H -0.0116 -0.3624 -0.7694
H -3.9570 0.3007 2.4616
H -3.0066 0.6786 4.4925
H -2.9708 -2.3676 3.8007
H 1.2269 -0.6670 2.4309
H 0.0197 1.0459 1.4553
H -1.9773 2.6576 3.7447
H -0.4683 3.6326 2.4114
H 1.1357 2.9974 4.0561
H -2.7677 1.9813 1.4867
C 4.5663 2.7406 3.7041
O 3.1631 2.9362 3.5230
H 5.0485 3.7117 3.6410
H 4.7731 2.3036 4.6833
H 4.9743 2.0917 2.9248
H 2.7345 2.0756 3.5808
C -3.8512 5.3180 1.6797
O -3.6027 3.9703 1.2631
H -4.9277 5.4622 1.6959
H -3.4482 5.4945 2.6793
H -3.4079 6.0268 0.9793
H -2.6558 3.8466 1.2454
C -6.8322 2.0079 -2.8977
O -6.4141 0.9710 -3.7848
H -5.9935 2.6883 -2.7655
H -7.6722 2.5656 -3.3153
H -7.1174 1.6010 -1.9234
H -7.1579 0.3763 -3.9021
C -6.8199 2.3879 3.0911
O -5.6125 2.5362 3.8366
H -6.7888 1.4175 2.6025
H -7.6913 2.4238 3.7474
H -6.9064 3.1671 2.3286
H -5.6409 3.3910 4.2702
C 1.3700 -6.9266 -2.4134
O 0.1545 -6.3532 -2.8951
H 2.1757 -6.2339 -2.6397
H 1.3225 -7.0826 -1.3315
H 1.5707 -7.8752 -2.9131
H -0.5551 -6.9677 -2.6983
C -3.7460 -4.3001 -5.8980
O -4.1416 -3.6277 -4.6998
H -2.7124 -4.0313 -6.0999
H -3.8121 -5.3831 -5.7769
H -4.3660 -3.9902 -6.7423
H -5.0525 -3.8673 -4.5185
C -0.0284 5.7571 5.3352
O -0.9657 4.9478 4.6008
H 0.7899 6.0045 4.6641
H -0.4969 6.6734 5.6801
H 0.3638 5.2016 6.1875
H -1.6850 4.7312 5.1979
C 1.1172 8.7194 8.2794
O 0.1527 7.9290 7.5758
H 1.9196 8.9565 7.5904
H 0.6700 9.6497 8.6308
H 1.5226 8.1602 9.1273
H -0.5551 7.7275 8.1911
C 2.6788 -8.7666 -6.0167
O 2.7576 -7.4412 -5.4930
H 1.6341 -8.9841 -6.2260
H 3.2560 -8.8471 -6.9382
H 3.0542 -9.4906 -5.2888
H 3.6837 -7.2640 -5.3139
C 6.4368 -7.4397 -7.6272
O 5.8567 -8.6649 -7.1817
H 5.7263 -6.6438 -7.4186
H 7.3690 -7.2316 -7.0963
H 6.6305 -7.4663 -8.7019
H 6.4818 -9.3681 -7.3676
C 3.3774 11.6187 7.3389
O 2.0099 11.4842 6.9568
H 3.5391 10.9903 8.2112
H 4.0433 11.2895 6.5370
H 3.6115 12.6529 7.6016
H 1.8676 12.0396 6.1880
C 6.7749 -1.9275 1.6170
O 7.3454 -1.6234 0.3485
H 7.4805 -2.5546 2.1538
H 6.5994 -1.0163 2.1975
H 5.8324 -2.4727 1.5048
H 6.7243 -1.0689 -0.1247
*
```

Summary:
- E_HOMO: -11.05 eV
- Gap between HOMO and LUMO: 0.3154 Eh


Respective ΔE to the lowest compared entry with this formula, charge and spin values: 77.9; 745.9; 213.0; 3398.9; 689.8; 13.3; 127.4; 245.4; 267.2; 279.9; 242.5; 0.0 kJ/mol.
Respective M values: 103.17; 104.08; 118.20; 540.74; 156.23; 231.08; 114.15; 99.13; 132.21; 80.09; 95.12; 1011.93 g mol⁻¹.
Respective maximum force values: 0.8; 4.2; 7.0; 18.6; 2.1; 0.4; 2.5; 2.7; 3.4; 4.7; 4.2; 2.6 eV/A.